Entry 1:
C4H7N3 | ωB97M-V/def2-TZVPD

## Properties
- 2S+1 = 1
- molecular weight (g mol⁻¹) = 97.1
- energy relative to the best compared isomer or geometry (same formula, charge and spin) (kJ/mol) = 350.4
- gap between HOMO and LUMO (alpha / beta) (eV) = 7.3 / 6.7

Geometry (Å):
C1 -0.668 -1.040 2.012
N1 -1.182 -0.633 0.825
C2 -0.536 0.022 -0.123
N2 -1.053 0.305 -1.362
N3 0.011 0.743 -2.006
C3 1.174 0.793 -1.362
C4 0.926 0.293 0.019
H1 1.436 -0.657 0.323
H2 0.237 -0.564 2.367
H3 -1.332 -1.574 2.677
H4 -2.131 -0.907 0.597
H5 -0.123 1.024 -2.969
H6 2.064 1.186 -1.829
H7 1.176 1.009 0.830

Entry 2:
C18H24FeN5O8 | ωB97M-V/def2-TZVPD

## Properties
- 2S+1 = 6
- molecular weight (g mol⁻¹) = 494.3
- gap between HOMO and LUMO (alpha / beta) (eV) = 9.2 / 7.3

Geometry (Å):
Fe1 -1.121 0.441 0.059
C1 -2.032 -4.543 0.092
N1 -2.633 -3.237 0.357
C2 -3.984 -3.029 -0.158
C3 -1.968 -2.203 0.859
O1 -2.473 -1.077 0.990
C4 -0.537 -2.408 1.329
O2 0.270 -1.347 0.826
C5 1.186 -0.816 1.768
C6 0.458 0.213 2.618
O3 -0.742 0.415 2.387
N2 1.134 0.846 3.568
C7 2.545 0.649 3.849
C8 0.500 1.941 4.293
H1 -2.826 -5.228 -0.193
H2 -1.544 -4.949 0.976
H3 -1.314 -4.487 -0.729
H4 -4.679 -3.703 0.344
H5 -4.002 -3.219 -1.231
H6 -4.277 -2.003 0.028
H7 -0.110 -3.349 0.992
H8 -0.561 -2.385 2.421
H9 1.951 -0.317 1.178
H10 1.637 -1.610 2.367
H11 2.995 -0.078 3.179
H12 2.675 0.307 4.877
H13 3.070 1.597 3.730
H14 -0.496 2.096 3.895
H15 1.084 2.851 4.152
H16 0.439 1.705 5.357
O4 -1.695 4.308 -0.823
C9 -1.341 3.181 -1.054
O5 -1.888 2.078 -0.570
C10 -0.172 2.955 -2.031
C11 -0.260 1.615 -2.770
C12 0.652 1.656 -3.999
C13 2.055 1.577 -3.331
C14 1.679 1.472 -1.850
O6 0.453 0.719 -1.892
C15 1.199 2.827 -1.315
C16 1.087 2.707 0.209
O7 1.552 3.579 0.916
O8 0.548 1.597 0.639
H17 -0.214 3.804 -2.709
H18 -1.265 1.243 -2.941
H19 0.499 2.555 -4.593
H20 0.468 0.783 -4.625
H21 2.677 2.450 -3.526
H22 2.590 0.682 -3.642
H23 2.412 0.972 -1.223
H24 1.874 3.653 -1.517
N3 -1.434 -1.020 -1.427
C17 -0.548 -1.666 -1.869
N4 0.301 -2.469 -2.322
C18 1.521 -2.230 -2.766
N5 2.604 -2.101 -3.152

Entry 3:
C2H6BBrS2 | ωB97M-V/def2-TZVPD

## Properties
- 2S+1 = 1
- molecular weight (g mol⁻¹) = 184.9
- gap between HOMO and LUMO (eV) = 8.5

Geometry (Å):
Br1 -2.665 0.788 -1.166
S1 -1.152 -1.542 0.742
S2 0.441 0.773 -0.978
B1 -1.060 -0.085 -0.394
C1 0.354 -2.412 0.589
C2 0.504 2.337 -0.232
H1 0.330 -3.344 1.171
H2 1.182 -1.801 0.963
H3 0.528 -2.668 -0.450
H4 0.425 2.217 0.840
H5 -0.338 2.926 -0.626
H6 1.452 2.810 -0.459

Entry 4:
C21H22F3N5OPtS | ωB97M-V/def2-TZVPD

## Properties
- net charge = +4
- 2S+1 = 5
- molecular weight (g mol⁻¹) = 644.6
- energy relative to the best compared isomer or geometry (same formula, charge and spin) (kJ/mol) = 0.0
- gap between HOMO and LUMO (alpha / beta) (eV) = 8.4 / 4.4

Geometry (Å):
Pt1 0.011 0.811 0.120
C1 -1.261 3.854 -2.639
C2 -0.164 3.071 -1.952
O1 -0.230 1.827 -1.789
N1 0.961 3.802 -1.752
C3 1.895 3.427 -0.674
C4 2.613 2.200 -1.040
C5 3.620 2.230 -1.986
C6 4.347 1.120 -2.310
C7 4.045 -0.083 -1.652
C8 2.960 -0.060 -0.778
N2 2.344 1.064 -0.398
H1 -1.780 4.446 -1.861
H2 -1.987 3.101 -3.004
H3 -1.018 4.540 -3.449
H4 0.778 4.790 -1.867
H5 1.414 3.274 0.322
H6 2.625 4.227 -0.600
H7 3.835 3.124 -2.568
H8 5.233 1.107 -2.940
H9 4.642 -0.989 -1.794
H10 2.570 -0.978 -0.315
N3 -1.611 -1.192 -1.358
C9 -1.262 -1.881 -0.265
S1 -0.523 -1.068 1.085
N4 -1.481 -3.212 -0.089
C10 -2.101 -4.049 -1.091
C11 -1.777 -3.896 -2.440
C12 -2.672 -4.396 -3.424
C13 -3.780 -5.133 -3.067
C14 -4.063 -5.368 -1.721
C15 -3.211 -4.819 -0.744
H11 -1.454 -0.152 -1.380
H12 -2.175 -1.656 -2.043
H13 -1.181 -3.618 0.796
H14 -0.870 -3.386 -2.792
H15 -2.357 -4.237 -4.492
H16 -4.441 -5.578 -3.831
H17 -4.910 -6.039 -1.399
H18 -3.478 -4.920 0.290
F1 -0.605 1.398 7.010
C16 0.467 0.804 6.467
F2 1.599 1.450 6.839
F3 0.507 -0.459 6.967
C17 0.366 0.898 4.975
C18 1.501 0.563 4.212
C19 1.471 0.813 2.862
N5 0.366 1.308 2.204
C20 -0.684 1.641 2.958
C21 -0.755 1.484 4.334
H19 2.411 0.150 4.607
H20 2.380 0.619 2.236
H21 -1.452 2.205 2.404
H22 -1.679 1.820 4.814

Entry 5:
H28O14 | ωB97M-V/def2-TZVPD

## Properties
- 2S+1 = 1
- molecular weight (g mol⁻¹) = 252.2
- energy relative to the best compared isomer or geometry (same formula, charge and spin) (kJ/mol) = 273.3
- gap between HOMO and LUMO (eV) = 10.2

Geometry (Å):
O1 -1.941 -4.006 -0.783
H1 -2.621 -4.658 -0.977
H2 -1.034 -4.329 -0.831
O2 1.172 1.308 4.774
H3 1.769 0.552 4.782
H4 0.403 0.948 5.220
O3 2.630 1.409 -0.756
H5 1.777 1.887 -0.766
H6 2.855 1.436 -1.688
O4 3.502 -1.812 -0.431
H7 2.893 -1.286 0.071
H8 4.263 -2.296 -0.122
O5 -2.980 0.130 -3.073
H9 -2.877 1.072 -3.102
H10 -2.192 -0.238 -2.661
O6 -2.753 -0.226 2.588
H11 -3.703 -0.216 2.484
H12 -2.330 -1.078 2.407
O7 2.214 -0.109 -3.454
H13 2.454 0.734 -3.084
H14 2.619 -0.786 -2.912
O8 -0.190 2.601 -3.504
H15 -0.121 1.747 -3.950
H16 -0.041 2.296 -2.600
O9 -1.159 -2.833 2.569
H17 -0.977 -2.299 3.352
H18 -0.382 -2.756 2.010
O10 -1.378 -0.107 -0.395
H19 -1.362 0.810 -0.111
H20 -0.551 -0.474 -0.068
O11 0.585 3.122 -0.213
H21 0.888 3.253 0.697
H22 0.421 3.947 -0.666
O12 -0.173 -1.313 -2.773
H23 0.543 -1.824 -3.155
H24 -0.692 -1.882 -2.184
O13 0.202 2.268 2.623
H25 0.368 2.040 3.576
H26 -0.638 2.617 2.333
O14 0.050 -0.335 2.410
H27 0.357 0.545 2.063
H28 -0.710 0.007 2.900

Entry 6:
C41H35ClNO2RhTe | ωB97M-V/def2-TZVPD

## Properties
- 2S+1 = 1
- molecular weight (g mol⁻¹) = 839.7
- energy relative to the best compared isomer or geometry (same formula, charge and spin) (kJ/mol) = 115.4
- gap between HOMO and LUMO (alpha / beta) (eV) = 6.2 / 6.4

Geometry (Å):
Rh1 0.027 -0.688 0.181
C1 0.813 1.827 0.650
C2 1.660 0.701 0.679
C3 1.396 0.011 1.896
C4 0.431 0.797 2.630
C5 0.078 1.890 1.867
H1 0.766 2.541 -0.159
H2 2.485 0.530 0.003
H3 1.994 -0.785 2.312
H4 0.058 0.564 3.617
H5 -0.644 2.647 2.134
C6 -4.118 0.727 -5.716
C7 -3.055 0.478 -4.678
C8 -1.729 0.227 -5.031
C9 -0.752 0.028 -4.079
C10 0.650 -0.211 -4.536
O1 0.876 -0.920 -5.497
C11 1.781 0.468 -3.823
C12 1.607 1.680 -3.164
C13 2.681 2.290 -2.535
C14 3.933 1.687 -2.554
C15 4.115 0.490 -3.234
C16 3.042 -0.111 -3.875
C17 -1.063 -0.031 -2.692
O2 -0.108 -0.346 -1.886
C18 -2.417 0.208 -2.320
C19 -3.357 0.474 -3.332
C20 -2.889 0.158 -0.935
N1 -2.127 0.035 0.095
C21 -2.701 -0.016 1.438
C22 -2.958 -1.449 1.865
Te1 -1.270 -2.685 1.388
C23 -2.253 -3.448 -0.325
C24 -3.311 -4.336 -0.146
C25 -4.009 -4.809 -1.248
C26 -3.644 -4.408 -2.528
C27 -2.577 -3.540 -2.703
C28 -1.879 -3.059 -1.601
C29 -4.383 0.163 -0.753
C30 -5.077 1.300 -0.358
C31 -6.445 1.239 -0.136
C32 -7.128 0.043 -0.308
C33 -6.440 -1.090 -0.721
C34 -5.072 -1.031 -0.945
H6 -3.678 0.854 -6.705
H7 -4.695 1.624 -5.486
H8 -4.822 -0.106 -5.770
H9 -1.438 0.206 -6.076
H10 0.631 2.149 -3.154
H11 2.545 3.236 -2.026
H12 4.763 2.152 -2.038
H13 5.094 0.029 -3.269
H14 3.166 -1.038 -4.420
H15 -4.379 0.688 -3.044
H16 -3.630 0.549 1.526
H17 -1.974 0.441 2.102
H18 -3.806 -1.888 1.342
H19 -3.146 -1.496 2.937
H20 -3.599 -4.652 0.850
H21 -4.836 -5.494 -1.107
H22 -4.197 -4.770 -3.385
H23 -2.280 -3.226 -3.697
H24 -1.059 -2.368 -1.741
H25 -4.547 2.237 -0.236
H26 -6.977 2.128 0.177
H27 -8.193 -0.004 -0.123
H28 -6.965 -2.025 -0.870
H29 -4.532 -1.909 -1.283
Cl1 1.983 -3.770 2.325
C35 1.384 -4.502 0.857
C36 1.083 -5.855 0.888
C37 0.637 -6.486 -0.261
C38 0.519 -5.757 -1.439
C39 0.844 -4.415 -1.458
C40 1.271 -3.734 -0.309
C41 1.591 -2.315 -0.368
H30 1.213 -6.406 1.809
H31 0.404 -7.542 -0.243
H32 0.176 -6.241 -2.344
H33 0.781 -3.855 -2.384
H34 2.195 -1.928 0.441
H35 1.718 -1.854 -1.341

Entry 7:
C17H20FNO2Os | ωB97M-V/def2-TZVPD

## Properties
- net charge = +2
- 2S+1 = 1
- molecular weight (g mol⁻¹) = 479.6
- energy relative to the best compared isomer or geometry (same formula, charge and spin) (kJ/mol) = 81.8
- gap between HOMO and LUMO (alpha / beta) (eV) = 6.0 / 6.1

Geometry (Å):
Os1 -0.076 -0.197 -0.224
C1 2.960 -0.951 -0.568
O1 1.988 0.083 -0.211
C2 2.410 1.432 -0.576
C3 1.367 2.360 -0.033
O2 0.045 1.906 -0.439
C4 -0.458 2.438 -1.721
H1 3.935 -0.648 -0.200
H2 2.985 -1.078 -1.648
H3 2.648 -1.867 -0.083
H4 2.509 1.495 -1.660
H5 3.374 1.642 -0.115
H6 1.538 3.378 -0.373
H7 1.371 2.352 1.053
H8 -0.267 3.507 -1.748
H9 -1.526 2.258 -1.735
H10 0.022 1.946 -2.563
F1 -1.898 -0.110 -0.498
N1 0.011 -1.937 0.255
C5 -0.103 -2.836 1.220
C6 -0.197 -2.325 2.588
C7 0.640 -2.879 3.568
C8 0.678 -2.311 4.825
C9 -0.116 -1.208 5.119
C10 -0.983 -0.684 4.161
C11 -1.022 -1.228 2.894
C12 -0.028 -4.237 0.934
C13 0.642 -4.687 -0.223
C14 0.707 -6.033 -0.491
C15 0.067 -6.938 0.356
C16 -0.615 -6.501 1.489
C17 -0.657 -5.158 1.791
H11 1.259 -3.737 3.335
H12 1.334 -2.727 5.579
H13 -0.080 -0.769 6.108
H14 -1.655 0.123 4.418
H15 -1.815 -0.938 2.215
H16 1.117 -3.969 -0.881
H17 1.247 -6.388 -1.359
H18 0.096 -7.996 0.126
H19 -1.124 -7.213 2.125
H20 -1.204 -4.810 2.658

Entry 8:
C3H5N3S | ωB97M-V/def2-TZVPD

## Properties
- 2S+1 = 1
- molecular weight (g mol⁻¹) = 115.2
- energy relative to the best compared isomer or geometry (same formula, charge and spin) (kJ/mol) = 532.5
- gap between HOMO and LUMO (alpha / beta) (eV) = 7.6 / 7.6

Geometry (Å):
C1 -2.994 1.195 0.018
C2 -1.473 -0.738 -0.343
C3 0.275 0.816 -0.060
N1 -2.354 0.140 -0.007
N2 -0.217 -0.436 -0.198
N3 2.817 -0.294 -0.058
S1 1.883 1.139 -0.033
H1 -3.382 1.654 0.946
H2 -1.763 -1.748 -0.291
H3 0.575 -1.039 -0.382
H4 3.775 -0.097 -0.488
H5 2.859 -0.593 0.897

Entry 9:
C16H21HfN5O3 | ωB97M-V/def2-TZVPD

## Properties
- net charge = +4
- 2S+1 = 1
- molecular weight (g mol⁻¹) = 509.9
- gap between HOMO and LUMO (eV) = 6.3

Geometry (Å):
N1 -1.708 0.074 -0.941
C1 -2.849 -0.045 -1.113
C2 -4.272 -0.105 -1.202
H1 -4.643 -0.960 -0.614
H2 -4.563 -0.236 -2.256
H3 -4.714 0.829 -0.816
N2 1.440 1.402 -1.611
C3 2.082 2.136 -2.235
C4 2.852 3.115 -2.925
H4 2.569 3.113 -3.988
H5 3.921 2.872 -2.833
H6 2.667 4.115 -2.501
N3 1.360 -1.089 0.855
C5 1.851 -1.799 1.627
C6 2.431 -2.592 2.662
H7 3.063 -1.962 3.310
H8 3.049 -3.379 2.203
H9 1.633 -3.057 3.264
Hf1 0.232 0.421 -0.149
C7 1.727 1.779 1.124
O1 2.504 2.424 1.686
C8 -0.659 2.681 -0.235
O2 -1.132 3.725 -0.233
C9 -0.386 -1.348 -3.090
C10 -0.471 -2.336 -2.111
C11 0.678 -2.757 -1.449
C12 1.910 -2.190 -1.766
C13 1.992 -1.196 -2.733
C14 0.842 -0.776 -3.397
H10 -1.283 -1.039 -3.644
H11 -1.437 -2.806 -1.882
H12 0.615 -3.559 -0.701
H13 2.827 -2.545 -1.274
H14 2.971 -0.771 -2.996
H15 0.905 -0.018 -4.190
C15 -3.300 0.883 2.997
N4 -1.980 0.745 3.614
C16 -0.823 0.607 2.969
N5 0.298 0.445 3.714
O3 -0.773 0.584 1.677
H16 -3.253 0.820 1.908
H17 -3.733 1.846 3.291
H18 -3.950 0.088 3.379
H19 -1.926 0.753 4.626
H20 1.211 0.500 3.269
H21 0.225 0.606 4.710

Entry 10:
C29H29N5O3S | ωB97M-V/def2-TZVPD

## Properties
- 2S+1 = 1
- molecular weight (g mol⁻¹) = 527.7
- gap between HOMO and LUMO (eV) = 8.6

Geometry (Å):
C1 -7.350 -3.437 1.361
H1 -7.726 -4.073 2.161
O1 -5.946 -3.485 1.467
C2 -5.201 -2.772 0.589
C3 -5.711 -1.986 -0.442
C4 -4.846 -1.304 -1.274
C5 -3.466 -1.394 -1.118
C6 -2.960 -2.174 -0.078
C7 -3.815 -2.850 0.763
H2 -3.437 -3.448 1.577
H3 -1.897 -2.238 0.108
C8 -2.623 -0.595 -2.045
O2 -3.049 0.388 -2.628
N1 -1.344 -1.019 -2.206
H4 -1.015 -1.848 -1.742
C9 -0.416 -0.318 -3.066
C10 0.663 0.361 -2.299
N2 1.929 0.058 -2.366
N3 2.608 0.887 -1.557
C11 1.735 1.686 -1.000
N4 0.475 1.408 -1.435
C12 -0.734 2.034 -0.970
H5 -1.529 1.869 -1.700
H6 -0.546 3.109 -0.883
C13 -1.146 1.475 0.402
C14 -2.288 2.276 0.956
C15 -2.039 3.474 1.614
C16 -3.084 4.236 2.103
C17 -4.391 3.810 1.937
C18 -4.646 2.618 1.280
C19 -3.600 1.856 0.790
H7 -3.806 0.929 0.276
H8 -5.664 2.281 1.146
H9 -5.208 4.404 2.319
H10 -2.880 5.165 2.616
H11 -1.019 3.805 1.747
H12 -0.288 1.531 1.077
H13 -1.437 0.428 0.294
S1 2.101 2.937 0.142
C20 3.794 2.384 0.497
C21 3.719 0.948 1.016
O3 2.877 0.648 1.839
N5 4.644 0.088 0.539
C22 4.757 -1.254 0.925
C23 4.056 -1.940 1.902
C24 4.369 -3.275 2.114
C25 5.352 -3.910 1.376
C26 6.052 -3.215 0.397
C27 5.749 -1.890 0.179
C28 6.354 -0.931 -0.800
H14 7.421 -0.799 -0.610
H15 6.238 -1.288 -1.824
C29 5.566 0.367 -0.563
H16 6.232 1.192 -0.293
H17 4.977 0.637 -1.444
H18 6.821 -3.703 -0.183
H19 5.579 -4.949 1.560
H20 3.831 -3.825 2.872
H21 3.290 -1.450 2.478
H22 4.158 3.037 1.291
H23 4.382 2.512 -0.406
H24 0.058 -1.014 -3.763
H25 -1.006 0.419 -3.623
H26 -5.231 -0.680 -2.067
H27 -6.773 -1.896 -0.600
H28 -7.693 -3.827 0.398
H29 -7.728 -2.420 1.500

Entry 11:
CHCl2N2O2 | ωB97M-V/def2-TZVPD

## Properties
- net charge = -1
- 2S+1 = 1
- molecular weight (g mol⁻¹) = 143.9
- energy relative to the best compared isomer or geometry (same formula, charge and spin) (kJ/mol) = 223.0
- gap between HOMO and LUMO (eV) = 8.2

Geometry (Å):
C1 -0.819 -0.456 0.178
N1 -0.019 0.514 0.586
N2 1.075 0.718 -0.052
O1 1.535 0.088 -0.980
O2 1.767 1.686 0.292
Cl1 -1.278 -0.354 -1.505
Cl2 -2.239 -0.354 1.215
H1 -0.022 -1.842 0.265

Entry 12:
C2H2O3 | ωB97M-V/def2-TZVPD

## Properties
- 2S+1 = 1
- molecular weight (g mol⁻¹) = 74.0
- energy relative to the best compared isomer or geometry (same formula, charge and spin) (kJ/mol) = 693.5
- gap between HOMO and LUMO (alpha / beta) (eV) = 8.5 / 8.5

Geometry (Å):
C1 -0.719 -0.166 0.314
C2 0.138 0.615 -0.356
O1 -0.361 -0.525 1.533
O2 1.022 -0.257 1.482
O3 0.793 0.784 -1.412
H1 -1.757 -0.327 0.162
H2 0.884 -0.123 -1.724

molecular weight of number 12 (C2H2O3)? 74.0 g mol⁻¹